{
  "formula": "C44H120N8O12",
  "method": "wB97M-V/def2-TZVPD",
  "elements": ["C", "C", "C", "O", "H", "H", "H", "H", "H", "H", "H", "H", "C", "C", "C", "O", "H", "H", "H", "H", "H", "H", "H", "H", "C", "C", "C", "O", "H", "H", "H", "H", "H", "H", "H", "H", "C", "C", "C", "O", "H", "H", "H", "H", "H", "H", "H", "H", "C", "C", "C", "O", "C", "N", "H", "H", "H", "H", "H", "H", "H", "H", "H", "H", "H", "C", "C", "C", "O", "C", "N", "H", "H", "H", "H", "H", "H", "H", "H", "H", "H", "H", "C", "C", "C", "O", "C", "N", "H", "H", "H", "H", "H", "H", "H", "H", "H", "H", "H", "C", "C", "C", "O", "C", "N", "H", "H", "H", "H", "H", "H", "H", "H", "H", "H", "H", "C", "C", "C", "O", "C", "N", "H", "H", "H", "H", "H", "H", "H", "H", "H", "H", "H", "C", "C", "C", "O", "C", "N", "H", "H", "H", "H", "H", "H", "H", "H", "H", "H", "H", "C", "C", "C", "O", "C", "N", "H", "H", "H", "H", "H", "H", "H", "H", "H", "H", "H", "C", "C", "C", "O", "C", "N", "H", "H", "H", "H", "H", "H", "H", "H", "H", "H", "H"],
  "xyz": [[3.4029, 5.5562, -4.7622], [2.9144, 5.0148, -3.4634], [3.3457, 5.9705, -2.2866], [1.4615, 5.0825, -3.5765], [3.1220, 6.6328, -4.9260], [2.8555, 4.9735, -5.5008], [4.5160, 5.5185, -4.8792], [3.2986, 3.9685, -3.3308], [2.9975, 6.9780, -2.4651], [4.4296, 6.1279, -2.4026], [3.1000, 5.5681, -1.3021], [1.1339, 4.4998, -2.9225], [-0.2528, 1.8346, 0.7752], [-0.1256, 0.8382, -0.3692], [0.0845, -0.5661, 0.1331], [-1.3928, 0.9559, -1.0990], [0.5691, 1.6748, 1.4481], [-1.2133, 1.7628, 1.3105], [-0.2469, 2.9051, 0.3523], [0.6990, 1.1217, -1.0611], [0.2948, -1.1774, -0.7302], [-0.8323, -0.9264, 0.6407], [0.9601, -0.4871, 0.7683], [-1.9515, 1.6030, -0.6747], [-3.4269, 4.2903, -2.1577], [-3.3121, 4.3727, -0.6653], [-4.2092, 5.3051, -0.0116], [-3.3835, 3.0961, -0.0463], [-4.2620, 3.6778, -2.4557], [-2.5089, 3.8139, -2.6061], [-3.4766, 5.3118, -2.6002], [-2.2601, 4.6783, -0.4417], [-5.2486, 5.0007, -0.1478], [-4.0655, 6.3307, -0.3453], [-4.0622, 5.3127, 1.0503], [-4.2950, 2.8897, 0.1092], [2.1338, 0.8291, -5.0076], [2.0902, -0.5951, -4.4210], [3.3224, -0.9120, -3.5886], [0.9154, -0.7108, -3.6415], [2.9108, 1.0306, -5.7505], [2.2513, 1.5076, -4.1522], [1.1523, 0.9660, -5.5233], [2.0179, -1.3474, -5.2202], [3.1590, -1.7820, -2.8894], [3.6454, -0.0360, -3.0148], [4.1460, -1.2500, -4.2485], [0.1601, -0.3052, -4.1027], [-0.3677, -1.5151, -6.7482], [-1.7975, -1.0432, -6.5563], [-1.9139, 0.4013, -6.1335], [-1.5522, 0.4881, -4.7718], [-1.9335, 1.7141, -4.0739], [-2.6307, -1.3206, -7.8207], [0.0572, -1.7309, -5.7755], [0.2164, -0.7963, -7.3171], [-0.3374, -2.4698, -7.2286], [-2.2745, -1.6398, -5.7650], [-2.9747, 0.6938, -6.2348], [-1.3719, 1.1320, -6.8029], [-1.6304, 2.6557, -4.5478], [-1.4320, 1.6765, -3.0651], [-3.0239, 1.7156, -4.0292], [-2.6729, -2.3229, -8.0775], [-2.3434, -0.7886, -8.5689], [0.4866, -4.9385, -0.4686], [1.1836, -4.0263, -1.5059], [2.3362, -4.7626, -2.1788], [3.3904, -5.2076, -1.2734], [4.3345, -5.9718, -1.9759], [0.2851, -3.5926, -2.5875], [1.2483, -5.1819, 0.2938], [0.1335, -5.8883, -0.8349], [-0.4259, -4.4698, -0.0410], [1.6477, -3.2096, -0.9335], [2.8231, -4.1229, -2.9141], [1.8960, -5.6274, -2.6617], [5.2272, -5.9362, -1.4023], [4.5740, -5.4268, -2.9105], [4.0152, -6.9924, -2.1841], [-0.6492, -3.2977, -2.1655], [0.6486, -2.7447, -2.9185], [3.2831, -1.9105, 2.0020], [3.5941, -1.5163, 0.5422], [4.0178, -0.0768, 0.3595], [2.9566, 0.8853, 0.6226], [3.3229, 2.2024, 0.2087], [4.7771, -2.3022, 0.0904], [3.1671, -2.9827, 2.0973], [2.4139, -1.3505, 2.3444], [4.1823, -1.6651, 2.5721], [2.7564, -1.6356, -0.1683], [4.2842, 0.0951, -0.7032], [4.9244, 0.0690, 1.0060], [3.3955, 2.2101, -0.9103], [4.2314, 2.5038, 0.7018], [2.6174, 2.9849, 0.5177], [4.4015, -3.2414, -0.0047], [5.1482, -2.0424, -0.8231], [-4.8405, 2.8868, 3.3059], [-5.0200, 1.4820, 2.7245], [-6.1999, 1.4969, 1.7250], [-5.8372, 2.1323, 0.4652], [-6.8821, 2.5747, -0.3217], [-3.8104, 0.8890, 2.2712], [-4.2042, 2.8933, 4.1525], [-5.7651, 3.1338, 3.8236], [-4.5637, 3.6503, 2.5601], [-5.4135, 0.8084, 3.4735], [-7.0749, 1.9996, 2.1511], [-6.5189, 0.4726, 1.4542], [-6.4897, 3.3111, -1.0877], [-7.6598, 3.2014, 0.2150], [-7.4041, 1.7057, -0.7716], [-4.0455, -0.1027, 2.0206], [-3.4408, 1.4195, 1.4729], [-2.4399, -2.2696, 2.8093], [-1.7631, -3.2412, 3.6951], [-0.2774, -3.3372, 3.3958], [0.2783, -4.4515, 3.9928], [1.6258, -4.6213, 3.6338], [-2.0065, -2.8724, 5.0746], [-3.5034, -2.2854, 3.0738], [-2.4403, -2.5416, 1.7304], [-1.9474, -1.2423, 2.8913], [-2.1954, -4.2384, 3.4761], [0.2825, -2.3990, 3.7348], [-0.0244, -3.4166, 2.3098], [1.9566, -5.5025, 4.1285], [2.1678, -3.6811, 4.0135], [1.7642, -4.6873, 2.5587], [-1.8198, -3.6818, 5.6905], [-1.3418, -2.1370, 5.3300], [-4.5326, -0.2817, -1.9128], [-3.7729, -1.3708, -1.1560], [-4.6761, -2.5265, -0.7292], [-4.9408, -3.3437, -1.8922], [-5.2598, -4.6669, -1.4719], [-2.5691, -1.9868, -1.8474], [-5.4518, 0.0184, -1.3727], [-4.8794, -0.5761, -2.9028], [-3.9035, 0.6499, -2.0896], [-3.3557, -0.8586, -0.2783], [-5.6492, -2.1277, -0.2914], [-4.1185, -3.1132, 0.0232], [-4.4145, -5.3399, -1.4521], [-5.9789, -5.1572, -2.1318], [-5.7746, -4.7593, -0.4939], [-2.9811, -2.5184, -2.6385], [-2.0051, -1.1888, -2.1795], [7.9919, -0.1069, 3.5131], [6.9833, 0.8779, 2.9651], [5.7118, 0.7974, 3.7441], [4.7059, 1.5611, 3.2037], [3.5339, 1.4842, 4.0335], [7.5495, 2.1856, 2.8876], [8.9376, -0.0083, 2.8884], [7.7688, -1.1803, 3.4260], [8.2347, 0.1346, 4.5784], [6.6956, 0.5095, 1.9747], [5.9408, 1.1731, 4.7574], [5.3426, -0.1929, 3.9220], [2.8144, 2.1730, 3.6327], [3.7777, 1.7198, 5.0538], [3.1326, 0.4606, 3.9309], [7.7215, 2.5778, 3.8301], [6.8324, 2.7640, 2.4496], [-0.6907, 2.6124, 4.7525], [-0.8907, 1.1376, 4.8795], [-0.0131, 0.6255, 6.0837], [-0.1817, -0.7928, 6.0956], [0.6650, -1.4578, 7.0190], [-2.2680, 0.8267, 5.1680], [-0.9436, 3.0534, 5.7580], [-1.3681, 3.0184, 4.0563], [0.3011, 2.9371, 4.4490], [-0.5551, 0.7232, 3.9334], [-0.5341, 1.0141, 6.9251], [1.0080, 0.9815, 6.0164], [0.3438, -1.3911, 8.0698], [1.6932, -1.1510, 6.8303], [0.7267, -2.4879, 6.8425], [-2.2034, -0.0687, 5.5684], [-2.8557, 0.7031, 4.3315]],
  "mulliken_charge": [-1.552, 1.081, -1.232, -0.535, 0.319, 0.350, 0.382, 0.004, 0.348, 0.352, 0.263, 0.232, -1.010, 1.991, 1.837, 0.783, 0.342, -0.339, 0.187, -0.460, -0.574, -0.864, -0.801, -0.931, -0.843, 0.683, -1.533, 0.495, 0.130, -0.092, 0.443, 0.292, 0.225, 0.464, 0.321, -0.461, -1.213, 0.699, -0.635, 0.664, 0.414, 0.106, 0.109, 0.283, -0.269, 0.063, 0.488, -0.540, -0.693, 0.975, -1.136, 0.186, -1.073, -0.817, -0.338, 0.253, 0.414, 0.042, 0.380, 0.402, 0.552, -0.074, 0.490, 0.259, 0.204, -1.578, 2.782, -0.994, -0.256, -0.881, -0.679, 0.281, 0.382, 0.215, -1.295, 0.328, 0.401, 0.290, 0.351, 0.275, 0.152, 0.038, -1.016, 2.891, -0.371, 0.770, -1.080, -0.756, 0.358, 0.090, 0.097, -1.665, 0.416, -0.855, 0.166, 0.277, 0.280, 0.244, 0.351, -1.455, 0.359, -1.314, 0.026, -1.046, 0.975, 0.499, 0.535, -0.114, 0.630, 0.478, 0.363, 0.255, 0.319, 0.295, -0.206, -0.679, -0.474, -0.017, 1.182, -0.546, -0.149, -0.618, 0.515, -0.146, -0.351, 0.491, -0.197, -0.328, 0.382, 0.153, -0.157, 0.389, 0.102, -1.017, 1.508, -0.903, -0.395, -0.813, 0.080, 0.186, 0.388, -0.243, -0.897, 0.359, 0.546, 0.303, 0.286, 0.292, 0.343, -0.358, -1.534, 0.746, -1.068, -0.284, -0.861, -0.696, 0.352, 0.339, 0.346, -0.046, 0.664, 0.384, 0.267, 0.587, 0.160, 0.313, 0.328, -1.697, 1.929, -1.228, -0.309, -1.041, -0.714, 0.382, 0.337, 0.243, -0.416, 0.433, 0.419, 0.246, 0.367, 0.367, 0.290, 0.073],
  "smiles": "COC[C@H](C)N.COC[C@H](C)N.COC[C@H](C)N.COC[C@H](C)N.COC[C@H](C)N.COC[C@H](C)N.COC[C@H](C)N.COC[C@H](C)N.CC(C)O.CC(C)O.CC(C)O.CC(C)O",
  "multiplicity": 1,
  "de_lowest_kj_mol": 237.52,
  "lumo_ev": 0.5,
  "charge": 0
}